[1]
The following is a DFT calculation (the ωB97M-V functional and the def2-TZVPD basis) of 7 unconnected molecules or ions with the total composition C55H68N2O14P at a distorted geometry.

Positions of all 140 atoms, in Å:
C1 10.7803 -0.9978 3.7523
C2 11.0279 -0.6286 2.1645
C3 10.1162 -1.5533 1.1345
C4 9.8933 -0.6588 -0.2474
C5 8.4116 -0.9621 -0.9295
C6 7.4034 0.3363 -0.9140
C7 5.8561 -0.0445 -0.4352
C8 4.9199 1.2994 -0.5244
C9 3.3592 1.0442 -0.0693
C10 2.4006 0.4489 -1.2597
C11 0.8875 0.2087 -0.6478
C12 0.0865 1.6773 -0.6137
C13 -0.0813 2.1295 0.9459
N1 -1.4886 1.9106 1.5266
C14 -1.9940 0.4994 1.4196
C15 -2.8241 0.0981 0.0820
C16 -3.5856 -1.3520 0.4247
C17 -4.3794 -1.9871 -0.8638
C18 -5.4572 -3.0998 -0.2462
O1 -4.7315 -4.3129 0.1597
C19 -4.7920 -4.5484 1.6099
P1 -2.6581 3.1824 1.0215
N2 -4.2886 2.7715 1.6852
O2 -2.2032 4.6319 1.8727
H1 11.6566 -0.5837 4.4233
H2 9.7630 -0.4688 4.0637
H3 10.7432 -2.1726 3.9086
H4 10.8128 0.5303 2.0410
H5 12.1712 -0.7905 1.9065
H6 10.7744 -2.5024 0.8821
H7 9.0963 -1.8532 1.6521
H8 10.7760 -0.9635 -0.9907
H9 10.0073 0.5010 -0.0628
H10 7.9550 -1.8842 -0.3446
H11 8.5668 -1.2854 -2.0642
H12 7.3096 0.7271 -2.0294
H13 7.8753 1.1596 -0.2076
H14 5.9179 -0.3428 0.7133
H15 5.3910 -0.9139 -1.0864
H16 5.3593 2.0951 0.2380
H17 4.9807 1.8106 -1.5956
H18 3.3038 0.3058 0.8667
H19 2.9393 2.0848 0.3260
H20 2.3162 1.1856 -2.1885
H21 2.8745 -0.5769 -1.6162
H22 0.2745 -0.4737 -1.3939
H23 0.8800 -0.3351 0.3904
H24 0.8433 2.4326 -1.1418
H25 -0.8994 1.6509 -1.2447
H26 0.0915 3.3044 1.0144
H27 0.6619 1.6350 1.7025
H28 -1.3532 2.0890 2.5700
H29 -1.0349 -0.2105 1.4588
H30 -2.6254 0.2356 2.3731
H31 -2.1463 -0.1442 -0.8682
H32 -3.6847 0.8196 -0.2401
H33 -4.4299 -1.0575 1.2156
H34 -2.8682 -2.1446 0.8985
H35 -3.6021 -2.5509 -1.5674
H36 -4.9486 -1.2046 -1.5285
H37 -6.0380 -2.5549 0.6111
H38 -6.2732 -3.4050 -1.0600
H39 -5.6975 -4.0499 2.1595
H40 -4.9260 -5.7243 1.7650
H41 -3.7787 -4.2646 2.1688
H42 -4.1971 2.3589 2.6550
H43 -4.8586 3.6572 1.8408
H44 -2.7062 4.5785 2.7610
C20 -6.6233 2.8501 3.9536
C21 -7.9474 3.0322 3.9667
C22 -8.7950 2.4165 5.0067
O3 -10.0072 2.5809 5.0183
C23 -8.1231 1.5936 6.0320
C24 -6.7991 1.4115 6.0189
C25 -5.9514 2.0272 4.9789
O4 -4.7393 1.8628 4.9673
H45 -5.9872 3.2939 3.1976
H46 -8.4551 3.6335 3.2221
H47 -8.7593 1.1498 6.7880
H48 -6.2914 0.8102 6.7635
C26 1.1427 6.5518 -1.5560
C27 2.0074 5.5624 -1.3116
C28 2.7208 4.8799 -2.4092
O5 3.5109 3.9729 -2.1866
C29 2.4429 5.3340 -3.7863
C30 1.5782 6.3233 -4.0307
C31 0.8648 7.0058 -2.9331
O6 0.0747 7.9128 -3.1557
H49 0.6106 7.0624 -0.7627
H50 2.2226 5.2184 -0.3071
H51 2.9750 4.8234 -4.5796
H52 1.3630 6.6674 -5.0352
C32 13.5578 -3.6952 8.2782
C33 13.5396 -2.5283 7.6267
C34 12.2728 -1.8176 7.3634
O7 12.2550 -0.7506 6.7654
C35 11.0278 -2.4452 7.8491
C36 11.0460 -3.6120 8.5006
C37 12.3128 -4.3227 8.7639
O8 12.3306 -5.3898 9.3618
H53 14.4782 -4.2299 8.4789
H54 14.4444 -2.0547 7.2647
H55 10.1074 -1.9105 7.6484
H56 10.1413 -4.0856 8.8625
C38 -8.5377 -5.5640 -2.1008
C39 -9.4276 -6.4753 -1.6957
C40 -10.8628 -6.1482 -1.5853
O9 -11.6777 -6.9811 -1.2127
C41 -11.2767 -4.7764 -1.9411
C42 -10.3868 -3.8651 -2.3462
C43 -8.9515 -4.1922 -2.4567
O10 -8.1367 -3.3593 -2.8293
H57 -7.4813 -5.7872 -2.1867
H58 -9.1399 -7.4859 -1.4319
H59 -12.3331 -4.5531 -1.8553
H60 -10.6745 -2.8544 -2.6101
C44 -6.9054 0.8071 -7.1157
C45 -6.3483 0.9172 -5.9059
C46 -6.5357 -0.1261 -4.8784
O11 -6.0278 -0.0252 -3.7701
C47 -7.3608 -1.2958 -5.2401
C48 -7.9179 -1.4059 -6.4500
C49 -7.7305 -0.3626 -7.4774
O12 -8.2384 -0.4635 -8.5858
H61 -6.7786 1.5636 -7.8806
H62 -5.7399 1.7687 -5.6255
H63 -7.4876 -2.0523 -4.4753
H64 -8.5263 -2.2574 -6.7304
C50 -1.9099 1.9499 -5.5861
C51 -2.1226 1.0635 -4.6086
C52 -1.0614 0.1345 -4.1727
O13 -1.2559 -0.6785 -3.2795
C53 0.2437 0.2239 -4.8572
C54 0.4564 1.1103 -5.8347
C55 -0.6048 2.0393 -6.2706
O14 -0.4104 2.8523 -7.1639
H65 -2.6776 2.6379 -5.9184
H66 -3.0740 0.9860 -4.0963
H67 1.0114 -0.4641 -4.5249
H68 1.4078 1.1878 -6.3471

Forces on atoms 1 to 6 (eV/Å):
0.1 0.2 -0.4
0.4 -0.2 0.6
1.0 1.4 0.1
0.0 -0.7 -0.4
0.4 -0.3 -0.4
-0.4 -0.6 -0.4

Computed properties:
Net charge: +1
Energy relative to the best compared isomer or geometry (same formula, charge and spin) in kcal/mol: 184.60
Spin multiplicity: 1



[2]
The following is a DFT calculation (the ωB97M-V functional and the def2-TZVPD basis) of a molecular structure, C55H70BiN9O9P2.

Positions of all 146 atoms, in Å:
Bi1 -0.5513 -0.3626 -0.4138
C1 -3.0060 -1.3761 2.1099
O1 -2.3190 -1.8800 0.9693
C2 -2.5106 -3.1897 0.6293
C3 -3.5321 -3.9683 1.1557
C4 -3.6828 -5.2799 0.7254
C5 -2.8123 -5.8108 -0.2164
C6 -1.7788 -5.0374 -0.7196
C7 -1.6237 -3.7232 -0.3093
N1 -0.5573 -2.8709 -0.7370
N2 0.2540 -3.4524 -1.5046
C8 1.4875 -2.9343 -1.7549
C9 2.1042 -1.9933 -0.9085
O2 1.4763 -1.2042 -0.1031
C10 3.5451 -1.9685 -0.8860
C11 4.2689 -2.6434 -1.8032
C12 3.6461 -3.4347 -2.8223
C13 4.3966 -4.0257 -3.8532
C14 3.7782 -4.7703 -4.8249
C15 2.3847 -4.9412 -4.7834
C16 1.6330 -4.3662 -3.7872
C17 2.2540 -3.6021 -2.7835
H1 -4.0798 -1.3162 1.9146
H2 -2.8204 -2.0132 2.9784
H3 -2.5967 -0.3858 2.2779
H4 -4.2068 -3.5567 1.8912
H5 -4.4836 -5.8831 1.1310
H6 -2.9298 -6.8315 -0.5537
H7 -1.0734 -5.4420 -1.4326
H8 4.0220 -1.3427 -0.1456
H9 5.3505 -2.5713 -1.7955
H10 5.4681 -3.8696 -3.8772
H11 4.3564 -5.2120 -5.6251
H12 1.8952 -5.5211 -5.5552
H13 0.5560 -4.4579 -3.7813
O3 -3.0560 3.7601 1.4729
C18 -2.7507 2.7241 0.6624
O4 -3.1962 1.6204 0.8038
C19 -1.8026 3.1429 -0.4295
C20 -0.9651 4.2417 -0.2990
C21 -0.1747 4.5787 -1.3825
C22 -0.3047 3.8454 -2.5528
C23 -1.1697 2.7600 -2.5728
N3 -1.8791 2.3925 -1.5145
C24 -1.3748 1.8915 -3.7957
O5 -1.0797 2.4641 -4.9894
O6 -1.7692 0.7654 -3.7455
H14 -3.6723 3.4058 2.1368
H15 -0.9430 4.8073 0.6212
H16 0.5282 5.3982 -1.3212
H17 0.2988 4.0970 -3.4156
H18 -0.9114 3.4096 -4.8769
C25 4.8409 1.3348 -1.3500
C26 4.1997 2.2214 -2.4078
C27 2.9908 1.6209 -3.1197
C28 2.4283 2.6452 -4.1517
C29 3.3577 2.9860 -5.3121
C30 3.3244 0.3647 -3.9024
O7 4.4336 0.1014 -4.3114
N4 2.2283 -0.4005 -4.2278
C31 1.0315 -0.4236 -3.4962
O8 0.1731 -1.2331 -3.7961
N5 0.9182 0.4109 -2.4278
C32 1.8375 1.3573 -2.1462
O9 1.7042 2.0705 -1.1555
H19 5.6538 1.8669 -0.8538
H20 5.2504 0.4258 -1.7908
H21 4.1101 1.0594 -0.5878
H22 4.9414 2.4859 -3.1611
H23 3.8496 3.1389 -1.9321
H24 2.2022 3.5486 -3.5780
H25 1.4853 2.2590 -4.5510
H26 4.2660 3.4835 -4.9754
H27 2.8513 3.6579 -6.0062
H28 3.6554 2.0960 -5.8658
H29 2.3773 -1.1976 -4.8352
C33 -5.0522 -2.0300 -1.2402
P1 -3.6872 -1.0084 -1.9495
C34 -3.4080 -1.9156 -3.5153
C35 -4.6818 0.4457 -2.4682
C36 -5.3046 1.2024 -1.4741
C37 -6.0306 2.3390 -1.7922
C38 -6.1438 2.7462 -3.1161
C39 -5.5381 1.9969 -4.1135
C40 -4.8147 0.8554 -3.7907
H30 -5.8951 -2.0577 -1.9333
H31 -5.3916 -1.6196 -0.2887
H32 -4.6977 -3.0468 -1.0635
H33 -4.2673 -1.8575 -4.1852
H34 -3.2476 -2.9614 -3.2452
H35 -2.5098 -1.5486 -4.0155
H36 -5.2051 0.9100 -0.4342
H37 -6.5086 2.9108 -1.0064
H38 -6.7014 3.6393 -3.3672
H39 -5.6277 2.2984 -5.1495
H40 -4.3330 0.2945 -4.5802
N6 -0.3925 0.3395 1.5558
P2 0.4447 0.5005 2.8384
N7 1.5731 1.7613 2.7890
C41 0.9128 3.0754 2.7717
C42 1.8146 4.2135 2.2638
C43 3.2938 3.9067 2.4578
C44 3.4375 3.1023 3.7387
C45 2.8713 1.7115 3.4936
N8 1.2591 -0.8291 3.4813
C46 0.3135 -1.9557 3.6966
C47 0.9088 -2.9786 4.6513
C48 2.2174 -3.5276 4.1027
C49 3.1526 -2.3659 3.8028
C50 2.4844 -1.3790 2.8576
N9 -0.6162 0.8192 4.1123
C51 -1.8251 1.6132 3.9227
C52 -2.9871 1.0488 4.7646
C53 -2.4528 0.1819 5.9034
C54 -1.2335 0.8685 6.5055
C55 -0.0885 0.9236 5.4771
H41 0.5358 3.3328 3.7672
H42 0.0389 2.9924 2.1206
H43 1.5641 5.1062 2.8443
H44 1.6035 4.4516 1.2199
H45 3.8724 4.8310 2.4862
H46 3.6712 3.3074 1.6252
H47 2.9236 3.6078 4.5631
H48 4.4828 2.9901 4.0321
H49 2.7966 1.1526 4.4313
H50 3.5976 1.2066 2.8560
H51 0.0813 -2.4310 2.7319
H52 -0.6144 -1.5556 4.1022
H53 0.1837 -3.7791 4.8156
H54 1.0931 -2.4961 5.6167
H55 2.0147 -4.0713 3.1735
H56 2.6722 -4.2333 4.8003
H57 4.0836 -2.7187 3.3531
H58 3.4104 -1.8516 4.7349
H59 2.2217 -1.8775 1.9244
H60 3.1755 -0.5871 2.6131
H61 -2.0721 1.6247 2.8627
H62 -1.6387 2.6532 4.2213
H63 -3.6895 0.4845 4.1460
H64 -3.5466 1.8864 5.1907
H65 -2.1631 -0.8008 5.5230
H66 -3.2251 0.0205 6.6569
H67 -0.8869 0.3508 7.4011
H68 -1.5174 1.8786 6.8149
H69 0.6032 0.1008 5.6413
H70 0.4844 1.8543 5.6071

Forces on atoms 1 to 6 (eV/Å):
0.2 0.2 0.2
-0.1 0.0 0.0
0.1 -0.3 0.1
-0.1 0.2 0.1
0.1 -0.1 0.0
0.1 0.0 0.0

Computed properties:
Net charge: 0
Energy relative to the best compared isomer or geometry (same formula, charge and spin) in kcal/mol: 0.00
Spin multiplicity: 1



[3]
The following is a DFT calculation (the ωB97M-V functional and the def2-TZVPD basis) of 8 unconnected molecules or ions with the total composition C55H74BrN2O9P4S2 at a distorted geometry.

Positions of all 147 atoms, in Å:
C1 2.0318 2.8484 1.3987
C2 1.0702 1.9938 0.5689
C3 1.4353 0.4965 0.6877
C4 0.3806 -0.4516 0.1127
C5 0.9501 -1.4032 -0.9619
C6 1.0617 -0.5067 -2.2767
S1 2.6936 -0.0934 -2.9955
C7 2.7591 1.7042 -2.7878
C8 3.7197 2.3241 -3.8171
P1 2.6514 -2.1643 -0.6247
P2 2.7498 -3.8646 -1.9577
O1 4.0836 -4.4299 -1.7550
O2 2.4422 -3.3559 -3.4351
O3 1.6351 -4.9378 -1.5010
O4 0.0562 -2.4756 -1.2707
C9 -1.2903 -2.0889 -1.1548
C10 -2.1302 -3.1651 -1.8284
O5 -1.8511 -3.2886 -3.1923
C11 -2.1319 -2.1706 -4.0260
C12 -3.3815 -1.3742 -3.6950
C13 -1.7512 -1.6697 0.2883
N1 -2.7523 -0.6293 0.1892
S2 -2.6367 -3.0187 1.1388
N2 -0.5662 -1.1385 1.1281
P3 -1.2361 0.3122 2.3048
O6 -0.1269 0.2984 3.4368
Br1 -2.9824 -0.4567 3.4054
P4 0.2289 -2.3547 2.1427
O7 1.5419 -1.9266 2.6271
O8 -0.7279 -2.5529 3.3913
O9 0.3184 -3.7023 1.3342
H1 1.6113 3.8160 1.6507
H2 2.9397 3.0154 0.8203
H3 2.3312 2.3043 2.2927
H4 0.0219 2.1819 0.7944
H5 1.2058 2.2584 -0.4819
H6 2.3464 0.3902 0.0978
H7 1.7225 0.2920 1.7161
H8 -0.3166 0.2044 -0.4110
H9 0.6287 0.4735 -2.0982
H10 0.5594 -1.0631 -3.0608
H11 3.0988 1.9730 -1.7876
H12 1.7566 2.1139 -2.9040
H13 3.8926 1.6442 -4.6459
H14 4.6690 2.5317 -3.3318
H15 3.3058 3.2616 -4.1748
H16 2.6856 -2.8218 0.6154
H17 2.4515 -4.1186 -4.0318
H18 1.1848 -5.3450 -2.2509
H19 -1.4038 -1.1785 -1.7599
H20 -1.8340 -4.1196 -1.3923
H21 -3.1989 -3.0706 -1.6291
H22 -2.2319 -2.5562 -5.0373
H23 -1.2651 -1.5032 -4.0599
H24 -3.8121 -0.8890 -4.5675
H25 -4.1723 -2.0000 -3.2810
H26 -3.2038 -0.5764 -2.9708
H27 -3.5758 -1.0441 -0.2329
H28 -2.4433 0.1249 -0.4172
H29 -1.9124 -4.0658 0.7268
H30 -0.3214 -0.3240 4.1576
H31 -0.2538 -3.1192 4.0199
H32 1.1385 -4.1443 1.6055
C14 -4.0528 2.6051 -6.2186
C15 -4.8533 2.9056 -7.3117
C16 -6.2354 2.9060 -7.1796
C17 -6.8171 2.6129 -5.9534
C18 -6.0163 2.3136 -4.8600
C19 -4.6345 2.3070 -4.9940
H33 -2.9751 2.6030 -6.3220
H34 -4.3997 3.1414 -8.2662
H35 -6.8604 3.1364 -8.0326
H36 -7.8944 2.6171 -5.8509
H37 -6.4698 2.0841 -3.9038
H38 -4.0081 2.0690 -4.1427
C20 6.6346 -1.1349 4.8142
C21 5.3154 -1.5600 4.7514
C22 4.6181 -1.5034 3.5548
C23 5.2410 -1.0218 2.4160
C24 6.5648 -0.6073 2.4668
C25 7.2605 -0.6598 3.6682
H39 7.1755 -1.1778 5.7506
H40 4.8328 -1.9396 5.6427
H41 3.5903 -1.8359 3.5166
H42 4.6804 -0.9779 1.4923
H43 7.0526 -0.2383 1.5738
H44 8.2899 -0.3293 3.7117
C26 2.9096 -3.4480 10.0602
C27 2.0137 -2.4297 9.7614
C28 1.9149 -1.9554 8.4611
C29 2.7100 -2.4990 7.4636
C30 3.6048 -3.5160 7.7606
C31 3.7050 -3.9921 9.0600
H45 2.9876 -3.8190 11.0737
H46 1.3927 -2.0077 10.5410
H47 1.2210 -1.1589 8.2216
H48 2.6305 -2.1267 6.4481
H49 4.2211 -3.9404 6.9775
H50 4.4023 -4.7859 9.2934
C32 -5.9049 6.8312 -3.0311
C33 -5.9166 5.7679 -3.9234
C34 -5.1733 5.8318 -5.0936
C35 -4.4093 6.9584 -5.3655
C36 -4.3934 8.0209 -4.4719
C37 -5.1441 7.9592 -3.3064
H51 -6.4892 6.7818 -2.1210
H52 -6.5083 4.8880 -3.7080
H53 -5.1900 5.0071 -5.7900
H54 -3.8261 7.0088 -6.2764
H55 -3.7972 8.8987 -4.6852
H56 -5.1366 8.7902 -2.6129
C38 3.1095 -7.3790 4.9335
C39 2.9620 -8.4155 5.8441
C40 2.0113 -8.3261 6.8518
C41 1.2012 -7.2034 6.9461
C42 1.3456 -6.1695 6.0332
C43 2.3017 -6.2551 5.0303
H57 3.8541 -7.4468 4.1509
H58 3.5900 -9.2934 5.7694
H59 1.9023 -9.1323 7.5651
H60 0.4595 -7.1343 7.7309
H61 0.7151 -5.2914 6.1080
H62 2.4217 -5.4423 4.3223
C44 1.6409 2.2862 9.3009
C45 0.7424 3.2946 8.9797
C46 0.6366 3.7394 7.6692
C47 1.4243 3.1704 6.6776
C48 2.3209 2.1600 6.9980
C49 2.4316 1.7208 8.3105
H63 1.7254 1.9412 10.3233
H64 0.1253 3.7353 9.7518
H65 -0.0589 4.5309 7.4212
H66 1.3411 3.5172 5.6549
H67 2.9367 1.7151 6.2256
H68 3.1345 0.9358 8.5593
C50 -3.0918 5.3675 -11.7156
C51 -4.0725 4.6213 -11.0772
C52 -4.1476 3.2511 -11.2864
C53 -3.2382 2.6250 -12.1271
C54 -2.2563 3.3712 -12.7631
C55 -2.1851 4.7424 -12.5599
H69 -3.0350 6.4364 -11.5561
H70 -4.7797 5.1090 -10.4176
H71 -4.9173 2.6692 -10.7939
H72 -3.2953 1.5561 -12.2872
H73 -1.5464 2.8840 -13.4188
H74 -1.4224 5.3245 -13.0605

Forces on atoms 1 to 6 (eV/Å):
0.0 -0.4 -0.4
0.3 -0.2 -0.3
0.1 0.8 0.1
0.2 0.3 0.2
0.2 -0.4 -0.4
1.0 -0.1 0.3

Computed properties:
Net charge: +1
Energy relative to the best compared isomer or geometry (same formula, charge and spin) in kcal/mol: 6.57
Spin multiplicity: 1



no.,HOMO (eV),Kohn-Sham gap (hartree)
1,-11.28,0.26561
2,-7.36,0.25357
3,-10.58,0.27952